{
  "formula": "C5H10O2",
  "method": "ωB97M-V with the def2-TZVPD basis set",
  "lumo_ev": 0.97,
  "e_tot_ev": -9439.919,
  "gap_ev": 10.04,
  "de_lowest_kj_mol": 301.44,
  "e_homo_ev": -9.0728,
  "multiplicity": 1,
  "symbols": ["C", "C", "C", "C", "O", "O", "C", "H", "H", "H", "H", "H", "H", "H", "H", "H", "H"],
  "coordinates": [[1.30888, -0.43901, -1.63633], [1.46295, -0.70636, -0.17606], [0.50913, -1.03646, 0.72773], [-0.92224, -0.76611, 0.59315], [-1.53136, -1.47049, -0.42775], [-0.88675, 0.79041, 0.10715], [-0.99009, 1.86355, 1.00844], [2.23882, -0.66633, -2.16478], [0.49998, -0.99424, -2.11825], [1.11637, 0.61774, -1.84045], [2.48994, -0.70623, 0.18136], [0.82658, -1.26967, 1.73915], [-1.49442, -0.90441, 1.51127], [-1.59117, -0.84675, -1.16848], [-0.02270, 2.09834, 1.47082], [-1.24809, 2.76225, 0.43003], [-1.76582, 1.67378, 1.76302]],
  "lowdin_charge": [-0.095, -0.124, -0.066, -0.302, 0.009, -0.201, -0.139, 0.072, 0.073, 0.079, 0.097, 0.101, 0.144, 0.104, 0.079, 0.085, 0.084]
}


{
  "formula": "C5H10O2",
  "method": "ωB97M-V with the def2-TZVPD basis set",
  "lumo_ev": 0.86,
  "e_tot_ev": -9439.654,
  "gap_ev": 10.34,
  "de_lowest_kj_mol": 326.99,
  "e_homo_ev": -9.4848,
  "multiplicity": 1,
  "symbols": ["C", "C", "O", "C", "C", "O", "C", "H", "H", "H", "H", "H", "H", "H", "H", "H", "H"],
  "coordinates": [[-1.50366, -1.36965, 0.00510], [-0.50061, -0.22708, 0.22728], [-0.48399, 0.27487, 1.55180], [0.93009, -0.62035, -0.15505], [1.69843, 0.71502, -0.16080], [0.77081, 1.74468, 0.28126], [-0.69830, 1.14210, -0.38187], [-1.48790, -1.75546, -1.02519], [-1.23524, -2.20320, 0.66894], [-2.52906, -1.07948, 0.25175], [0.25273, 1.11352, 1.35055], [0.98200, -1.10684, -1.13419], [1.28756, -1.31606, 0.60753], [2.01583, 1.01461, -1.16105], [2.60582, 0.65677, 0.46178], [-1.66985, 1.54097, -0.02164], [-0.43468, 1.47559, -1.36621]],
  "lowdin_charge": [-0.004, -0.606, -0.103, -0.106, -0.176, -0.168, 0.076, 0.085, 0.090, 0.082, 0.095, 0.119, 0.124, 0.114, 0.128, 0.139, 0.110]
}